Molecular formula: C6H12O
Method: DFT, ωB97M-V/def2-TZVPD

CARTESIAN COORDINATES (ANGSTROEM)
C  -1.47  0.98  -0.28
C  -1.15  -0.31  0.46
C  -0.78  -1.47  -0.48
O  0.65  -1.66  -0.40
C  1.21  -0.85  0.52
C  1.93  0.88  -0.65
C  0.11  -0.24  1.35
H  -2.38  0.87  -0.89
H  -0.66  1.28  -0.96
H  -1.64  1.81  0.42
H  -2.02  -0.59  1.06
H  -1.24  -2.42  -0.19
H  -1.04  -1.27  -1.53
H  2.19  -0.28  0.21
H  3.01  0.99  -0.83
H  1.53  1.76  -0.15
H  1.42  0.64  -1.59
H  0.35  0.77  1.70
H  -0.02  -0.87  2.24

Results
- LUMO level: 1.00 eV
- Kohn-Sham gap: 8.34 eV
- E_HOMO: -7.3 eV
- Energy relative to the best compared isomer or geometry (same formula, charge and spin): 4.132 eV